Record 1
DFT (the ωB97M-V functional and the def2-TZVPD basis) results for 13 unconnected molecules or ions with the total composition C18H62N16O18 at a distorted geometry.

Atoms and positions in Å:
O: -1.192 1.467 -0.961
O: 0.797 -0.093 0.052
O: -3.328 -2.649 2.034
O: 2.514 1.460 1.144
O: -1.084 -1.954 3.488
O: 5.756 -2.100 -1.568
O: 0.561 0.173 4.229
O: 1.196 -5.473 0.786
O: -1.681 -3.569 -2.545
O: 0.145 -1.772 -4.895
O: -4.126 3.753 -0.251
O: 5.322 0.950 0.288
O: 1.210 1.588 -2.899
O: -4.181 -0.268 -3.303
O: 0.986 -1.854 -2.279
O: 3.561 -1.458 0.079
O: 0.713 5.431 0.311
O: -0.358 2.646 4.996
N: -1.188 -0.331 -3.739
N: 0.901 -3.428 1.874
N: 0.169 3.401 2.843
N: 0.191 5.467 -1.956
N: -0.979 4.734 4.318
N: -3.168 3.790 1.710
N: 1.408 3.628 -0.945
N: -2.003 -3.226 0.312
N: -2.182 4.856 -0.209
N: -0.300 -5.364 2.501
N: -2.099 -1.902 -4.968
N: 2.762 0.155 -3.879
N: -3.959 -2.008 0.078
N: -4.076 1.236 -1.613
N: 3.065 0.840 -1.770
N: -6.027 0.971 -2.818
C: 4.908 1.649 1.500
C: -3.166 4.108 0.380
C: -0.358 -4.007 -2.570
C: -1.437 -1.168 4.642
C: -0.995 -1.319 -4.559
C: 3.562 1.202 2.055
C: -0.202 -0.475 5.172
C: -0.307 3.517 4.111
C: -4.740 0.641 -2.640
C: -1.242 1.171 0.385
C: 3.897 -2.763 -0.141
C: 2.273 0.865 -2.880
C: -3.052 -2.660 0.875
C: 4.616 -2.943 -1.431
C: 0.816 4.855 -0.828
C: 0.560 -3.124 -1.704
C: -0.504 -0.119 0.774
C: 0.627 -4.790 1.620
H: 1.481 -3.729 -1.506
H: 5.652 1.486 2.227
H: 3.004 -3.408 -0.061
H: -0.645 -6.279 2.336
H: 4.815 2.745 1.294
H: -0.796 2.009 0.976
H: -1.986 -2.964 -3.266
H: 0.339 -2.857 2.546
H: -1.925 -3.208 -0.740
H: 4.862 -4.020 -1.689
H: 3.275 1.754 2.961
H: -2.722 4.397 2.429
H: -4.428 2.096 -1.176
H: 2.903 1.505 -1.022
H: 3.444 -0.588 -3.695
H: 1.647 -2.983 1.323
H: 0.063 -2.769 -0.830
H: -2.046 4.679 -1.180
H: -2.193 -0.475 4.269
H: 4.084 0.688 -1.936
H: -3.085 1.320 -1.731
H: 2.928 -1.173 -0.557
H: -4.158 -2.193 -0.867
H: 0.649 2.528 2.604
H: -1.581 -3.928 0.882
H: -6.622 0.284 -3.285
H: -2.958 -1.395 -4.792
H: 0.216 4.130 2.117
H: -1.161 4.816 5.346
H: 1.314 2.988 -1.691
H: -0.201 -0.121 1.862
H: -0.617 -4.889 3.304
H: -0.376 -5.017 -2.129
H: 2.009 0.716 0.777
H: 0.399 -1.175 5.686
H: 0.262 1.121 4.273
H: 4.527 -3.144 0.655
H: 1.101 -1.872 -3.248
H: 1.655 3.400 -0.024
H: -1.870 -1.689 5.470
H: -0.080 6.413 -1.816
H: -0.505 0.289 5.887
H: -4.639 -1.627 0.693
H: -1.961 -2.213 3.143
H: 3.543 0.133 2.324
H: -0.775 5.728 3.972
H: 5.079 0.018 0.302
H: 0.014 -4.150 -3.556
H: -2.108 -0.157 -3.366
H: 2.103 -0.020 -4.652
H: -2.275 1.003 0.731
H: -0.466 0.347 -3.706
H: -1.280 4.992 0.267
H: 3.929 -2.562 -2.131
H: -0.338 1.242 -1.299
H: -0.965 -1.053 0.503
H: -2.038 -2.746 -5.532
H: -6.488 1.704 -2.277
H: 0.666 -0.245 -0.892
H: 0.458 5.100 -2.874
H: -4.071 3.493 1.957
H: 6.349 -2.215 -0.802

## Properties
- Relative energy (zero: lowest compared OMol25 entry of this formula, charge and spin): 46.67 kJ/mol

=====

Record 2
DFT (the ωB97M-V functional and the def2-TZVPD basis) results for a gas-phase ion, C4H7N2O (charge +1) at a distorted geometry.

Atoms and positions in Å:
O: -1.295 -1.943 0.058
N: -1.322 0.547 0.701
N: 2.655 -0.659 0.600
C: -0.561 0.220 -0.622
C: 1.791 0.131 0.233
C: -0.655 -1.272 -0.700
C: 0.852 0.707 -0.546
H: -0.195 -1.644 -1.610
H: -2.031 1.213 0.408
H: -0.718 1.014 1.395
H: 1.098 1.802 -0.861
H: -1.071 0.708 -1.574
H: -1.811 -0.241 1.136
H: 3.263 -0.585 1.383

## Properties
- Spin multiplicity: 3
- Net charge: +1
- ⟨S²⟩: 2.0168
- Relative energy (zero: lowest compared OMol25 entry of this formula, charge and spin): 314.09 kJ/mol

=====

Record 3
DFT (the ωB97M-V functional and the def2-TZVPD basis) results for C6H15NO in the gas phase at a distorted geometry.

Atoms and positions in Å:
O: -1.493 -2.479 -1.170
N: -1.885 0.437 0.921
C: 0.993 0.089 1.690
C: -1.761 -1.063 -0.960
C: 0.494 -0.402 0.378
C: 1.931 1.500 -0.738
C: 0.697 0.599 -0.797
C: -1.107 -0.669 0.350
H: 0.620 0.046 -1.739
H: 1.983 2.146 -1.614
H: -0.140 1.311 -0.896
H: -2.841 -1.044 -0.853
H: -1.181 -1.491 1.069
H: 2.794 0.821 -0.671
H: -0.770 -2.611 -1.794
H: -1.846 1.283 0.377
H: -1.415 -0.490 -1.815
H: 0.605 1.013 2.129
H: 1.035 -0.735 2.397
H: -1.644 0.635 1.886
H: 2.040 0.387 1.562
H: 0.899 -1.384 0.128
H: 1.993 2.101 0.159

## Properties
- Structure (SMILES): CC[C@@H](C)[C@@H](N)CO
- Relative energy (zero: lowest compared OMol25 entry of this formula, charge and spin): 158.20 kJ/mol

=====

Record 4
DFT (the ωB97M-V functional and the def2-TZVPD basis) results for a molecular structure, C40H43N4O2SiSn.

Atoms and positions in Å:
Sn: -0.166 -0.852 -0.785
Si: 2.981 0.419 0.743
O: -0.922 -2.767 -1.348
O: 1.700 0.135 -0.150
N: -3.535 0.882 0.511
N: -0.942 1.615 1.484
N: 1.130 -1.321 -2.664
N: 2.157 -2.610 -4.081
C: -3.356 1.828 1.323
C: -5.547 -0.267 1.372
C: 0.210 2.496 1.610
C: -0.443 -3.872 -4.803
C: -4.592 2.330 -2.261
C: -1.672 3.785 1.802
C: 2.262 3.480 4.372
C: 3.923 2.273 -1.125
C: 3.056 -1.609 -3.753
C: -1.594 -4.599 -5.009
C: 4.811 2.877 -2.005
C: 1.254 1.966 2.693
C: -0.194 -3.231 -3.581
C: -4.466 -1.932 2.902
C: -7.276 -0.861 -0.219
C: -1.119 -3.340 -2.523
C: 4.332 1.235 -0.274
C: -2.284 -4.093 -2.752
C: 2.409 -0.818 -2.867
C: -0.345 3.875 1.853
C: 1.182 2.837 3.881
C: -4.817 0.307 0.316
C: 0.999 -2.410 -3.414
C: 3.512 3.284 3.747
C: 2.269 -1.687 2.437
C: 4.641 -0.941 2.701
C: -2.521 -4.699 -3.968
C: -4.464 0.807 -2.143
C: -5.276 0.234 -1.008
C: 3.912 -2.169 0.611
C: -1.986 2.363 1.548
C: 6.564 1.435 -1.213
C: 5.671 0.834 -0.331
C: 6.133 2.452 -2.054
C: 3.502 -1.154 1.694
C: 2.617 1.713 2.137
C: -6.512 -0.344 -1.255
C: -4.979 -0.489 2.761
C: -6.781 -0.839 1.072
C: 3.682 2.395 2.689
H: 4.158 -3.132 1.076
H: 2.491 -2.665 2.879
H: 0.268 -3.765 -5.617
H: 0.719 2.481 0.638
H: 0.209 2.959 4.346
H: -4.049 -2.104 3.897
H: -5.755 -0.301 3.504
H: 1.961 -1.024 3.256
H: -3.440 -5.253 -4.121
H: -3.692 -2.135 2.158
H: -5.275 -2.647 2.742
H: -5.630 2.614 -2.443
H: -8.243 -1.305 -0.424
H: -3.984 2.708 -3.086
H: -2.994 -4.169 -1.935
H: -6.871 -0.399 -2.278
H: 1.419 -1.817 1.765
H: 4.675 2.247 2.275
H: 2.748 0.071 -2.359
H: -2.396 4.583 1.899
H: 6.032 0.040 0.313
H: 4.371 3.835 4.117
H: 3.097 -2.337 -0.098
H: 2.334 -3.381 -4.699
H: 4.784 -1.838 0.039
H: -3.413 0.548 -2.004
H: 4.904 -1.892 3.178
H: 5.548 -0.551 2.230
H: 2.884 2.599 -1.112
H: -4.792 0.341 -3.073
H: -7.356 -1.286 1.879
H: -4.263 2.823 -1.343
H: -1.782 -5.072 -5.964
H: 4.471 3.674 -2.656
H: -4.183 2.314 1.849
H: 2.180 4.136 5.229
H: 0.829 0.987 2.977
H: 0.253 4.770 1.986
H: -4.157 0.187 2.977
H: 4.351 -0.245 3.497
H: 6.826 2.911 -2.750
H: 7.595 1.103 -1.246
H: 4.050 -1.565 -4.168

## Properties
- Net charge: +1
- Electronic energy: -65937.637 eV

=====

Record 5
DFT (the ωB97M-V functional and the def2-TZVPD basis) results for a molecular structure, C9H16BCl12I2N.

Atoms and positions in Å:
I: 1.840 -0.088 -2.048
I: 2.138 3.125 -0.518
Cl: -2.621 2.464 4.872
Cl: 0.614 -3.331 2.002
Cl: 0.009 1.966 5.999
Cl: -0.971 -2.499 4.283
Cl: 1.376 -4.167 4.681
Cl: -2.161 0.419 -3.366
Cl: -0.080 -4.197 -6.705
Cl: -0.253 -0.770 -5.221
Cl: -0.373 4.143 4.117
Cl: -3.012 -0.415 -6.013
Cl: -2.576 -3.766 -8.130
Cl: -2.590 -5.099 -5.547
N: -1.780 1.893 0.158
C: -0.857 1.899 1.297
C: -1.110 3.196 5.409
C: -1.806 -3.875 -6.545
C: -1.686 0.248 -5.051
C: 1.911 0.081 0.094
C: 2.600 1.349 0.601
C: -0.410 0.473 1.627
C: 0.034 -3.780 3.606
C: 4.118 1.212 0.670
B: 0.448 -0.286 0.556
H: 4.567 2.051 1.204
H: -1.921 -2.918 -6.054
H: -1.450 1.229 -5.440
H: 0.162 0.514 2.567
H: 4.551 1.169 -0.331
H: 2.190 1.586 1.585
H: -0.577 -4.667 3.500
H: 0.010 2.544 1.118
H: -1.335 3.865 6.229
H: -1.483 1.211 -0.531
H: 4.374 0.289 1.198
H: -1.307 -0.116 1.841
H: 0.015 -1.282 0.061
H: 2.557 -0.760 0.368
H: -1.360 2.303 2.177
H: -1.795 2.785 -0.317

## Properties
- Electronic energy: -178228.742 eV

=====

Record 6
DFT (the ωB97M-V functional and the def2-TZVPD basis) results for 5 unconnected molecules or ions with the total composition H10O5 at a distorted geometry.

Atoms and positions in Å:
O: 3.775 -0.666 0.392
O: 0.017 0.649 -0.401
O: -0.579 -1.979 -0.889
O: -2.086 1.264 -2.063
O: -1.193 0.463 1.872
H: -1.459 1.372 1.890
H: -1.008 -2.357 -0.082
H: -1.572 0.618 -2.617
H: -0.456 0.633 0.447
H: 0.830 1.031 -0.134
H: -1.958 -0.105 1.812
H: -0.313 -1.113 -0.638
H: 3.509 0.107 0.850
H: -1.431 1.469 -1.406
H: 3.930 -1.382 0.969

## Properties
- Structure (SMILES): O.O.O.O.O
- Relative energy (zero: lowest compared OMol25 entry of this formula, charge and spin): 130.19 kJ/mol

=====

Record 7
DFT (the ωB97M-V functional and the def2-TZVPD basis) results for C3H5BrN2O in the gas phase at a distorted geometry.

Atoms and positions in Å:
Br: -2.056 -1.182 1.733
O: -0.210 -2.467 -0.517
N: 0.739 -0.390 -0.956
N: -0.308 -0.553 1.227
C: -0.516 0.750 0.521
C: 0.790 0.947 -0.292
C: 0.089 -1.357 -0.324
H: -0.643 1.514 1.231
H: 1.143 -0.566 -1.877
H: 1.567 1.021 0.460
H: 0.825 1.631 -1.130
H: -1.421 0.651 -0.077

## Properties
- Spin multiplicity: 3
- ⟨S²⟩: 2.0090
- Relative energy (zero: lowest compared OMol25 entry of this formula, charge and spin): 0.00 kJ/mol

=====

Record 8
DFT (the ωB97M-V functional and the def2-TZVPD basis) results for a molecular structure, C18H21BrN2O5 at a distorted geometry.

Atoms and positions in Å:
Br: 0.649 -5.082 0.546
O: -0.263 0.096 2.102
O: -0.505 -2.497 1.173
O: 3.054 -0.937 -1.453
O: 0.427 -1.385 -1.932
O: -2.928 2.317 -0.364
N: -2.456 0.316 1.645
N: -0.719 3.167 0.447
C: 0.811 2.128 -1.071
C: -0.244 3.262 -0.767
C: -0.564 -3.645 0.530
C: -1.389 -1.766 1.329
C: 0.114 3.278 1.544
C: -1.260 -0.447 1.834
C: 2.891 -2.107 -0.731
C: 2.281 0.002 -1.410
C: 0.010 0.899 -1.559
C: 2.933 -1.935 0.856
C: -2.774 -2.446 0.511
C: -2.091 -3.606 0.298
C: 0.829 -0.251 -1.652
C: -2.371 1.781 2.073
C: 2.876 1.241 -1.339
C: 2.088 2.283 -1.013
C: -1.946 2.411 0.636
C: -1.049 -1.589 -2.347
H: 0.109 4.164 -0.757
H: -3.273 2.127 2.181
H: -1.787 -1.395 -1.770
H: -1.214 3.290 -1.521
H: -0.888 -0.810 -3.506
H: 3.794 -3.020 -0.977
H: 3.861 -1.355 1.034
H: -0.607 3.844 2.520
H: -1.686 2.032 2.759
H: 2.544 3.392 -0.712
H: 2.733 -3.050 1.288
H: -2.549 -4.449 -0.080
H: -1.073 -2.529 -2.707
H: 2.108 -2.740 -1.075
H: -1.029 0.832 -1.711
H: -3.642 -2.054 0.537
H: 2.179 -1.240 1.039
H: -3.257 -0.002 1.088
H: 3.928 1.169 -0.750
H: 0.563 2.374 2.167
H: 0.781 3.930 1.066

## Properties
- Electronic energy: -102250.489 eV

=====

Record 9
DFT (the ωB97M-V functional and the def2-TZVPD basis) results for a molecular structure, C13H14BrF6IN2O6S4Ti.

Atoms and positions in Å:
I: 1.273 2.447 -0.859
Br: -1.947 3.889 -0.559
Ti: 1.161 -1.695 -0.470
S: -0.849 -1.883 2.300
S: 1.797 -1.474 2.471
S: 1.487 -3.788 -1.333
S: 3.201 -1.295 -1.465
F: -2.934 -0.439 1.667
F: 2.837 -1.354 4.858
F: -1.645 0.492 3.137
F: -1.043 0.415 1.054
F: 3.971 -0.357 3.304
F: 2.168 0.556 4.084
O: -0.309 -0.885 -1.528
O: 1.775 -0.544 1.331
O: 1.504 -2.092 -3.436
O: -0.460 -2.264 0.938
O: -1.818 -2.682 2.961
O: 2.437 -2.724 2.195
N: -2.012 -0.636 -2.958
N: 0.402 -1.574 3.196
C: -1.670 -0.242 2.033
C: 2.029 -2.363 -2.179
C: -1.020 -1.333 -2.460
C: 1.119 2.912 2.097
C: -0.874 3.639 0.981
C: 2.461 -2.211 -4.481
C: -2.317 0.694 -2.439
C: 2.754 -0.596 3.777
C: -2.876 -1.190 -3.987
C: -0.685 3.863 3.364
C: -1.415 4.029 2.198
C: 0.581 3.302 3.312
C: 0.400 3.083 0.921
H: -2.843 -0.563 -4.878
H: -1.403 1.180 -2.108
H: 3.285 -1.511 -4.331
H: -2.781 1.276 -3.232
H: 1.945 -1.976 -5.410
H: -2.407 4.457 2.223
H: -2.542 -2.192 -4.245
H: 2.103 2.465 2.054
H: -1.111 4.166 4.311
H: -0.834 -2.320 -2.881
H: 1.154 3.163 4.219
H: -3.001 0.623 -1.592
H: 2.855 -3.229 -4.530
H: -3.903 -1.238 -3.625

## Properties
- Relative energy (zero: lowest compared OMol25 entry of this formula, charge and spin): 154.83 kJ/mol

=====

Record 10
DFT (the ωB97M-V functional and the def2-TZVPD basis) results for C5H9NO in the gas phase.

Atoms and positions in Å:
O: -0.046 -1.184 -2.177
N: -1.571 0.218 -1.036
C: -1.097 0.870 0.182
C: 1.509 0.708 -0.020
C: 0.177 -0.022 0.077
C: 0.207 -1.215 1.038
C: -0.418 -0.477 -1.276
H: 1.802 1.104 0.960
H: 1.463 1.544 -0.729
H: -1.730 0.711 1.061
H: 2.291 0.018 -0.357
H: 0.865 -1.037 1.895
H: -0.794 -1.445 1.417
H: 0.560 -2.096 0.501
H: -0.904 1.941 0.057
H: -2.388 0.367 -1.610

## Properties
- Structure (SMILES): CC1(C)CNC1=O
- Relative energy (zero: lowest compared OMol25 entry of this formula, charge and spin): 74.08 kJ/mol

=====

Record 11
DFT (the ωB97M-V functional and the def2-TZVPD basis) results for 2 unconnected molecules or ions with the total composition C14H21F12NO5PS at a distorted geometry.

Atoms and positions in Å:
S: 2.150 -2.938 -0.485
P: 3.984 0.129 0.422
F: -2.103 2.127 -0.466
F: 0.180 1.428 0.261
F: 2.977 -4.999 0.936
F: -2.433 0.411 -2.064
F: 4.629 -4.138 -0.470
F: -0.262 -1.511 -2.801
F: -0.177 -0.760 -0.074
F: 0.609 -0.085 -4.263
F: -0.034 1.721 -2.770
F: 1.814 1.300 -1.583
F: -2.522 -0.038 0.146
F: 2.849 -5.453 -1.244
O: 4.824 -0.685 1.667
O: 0.845 -3.468 -0.964
O: 2.067 -2.384 0.889
O: -6.409 0.461 3.715
O: -5.230 2.872 2.505
N: 3.294 -0.282 -3.540
C: 4.457 -0.056 -2.573
C: 3.274 -4.461 -0.331
C: 2.236 -1.222 -2.959
C: -6.617 2.711 2.795
C: -0.303 0.486 -0.694
C: 4.867 1.827 0.299
C: 0.584 0.696 -1.998
C: 0.805 -0.587 -2.923
C: -5.123 0.178 4.248
C: 4.211 -0.849 -1.167
C: 3.029 -1.843 -1.726
C: -6.832 1.794 3.994
C: -1.869 0.787 -0.851
C: -4.800 2.048 1.433
H: 4.161 2.693 0.490
H: -4.744 -0.723 3.760
H: 5.434 1.958 -0.686
H: 2.929 0.662 -3.758
H: 3.684 -2.634 -2.267
H: -7.156 2.342 1.916
H: 4.918 -1.630 1.420
H: -5.203 -0.013 5.324
H: -5.123 2.489 0.483
H: 4.632 1.067 -2.459
H: -5.189 1.030 1.515
H: 2.174 -2.040 -3.767
H: -7.903 1.749 4.213
H: -3.710 2.003 1.442
H: 3.723 -0.795 -4.322
H: 5.009 -1.634 -0.884
H: 5.672 1.875 1.119
H: -6.325 2.184 4.883
H: 5.471 -0.492 -2.896
H: -7.010 3.703 3.038
H: -4.415 0.991 4.073

## Properties
- Net charge: +1
- Relative energy (zero: lowest compared OMol25 entry of this formula, charge and spin): 409.90 kJ/mol